The following is a quantum chemistry calculation of a structure of composition C8H13CrN3O5 in a non-equilibrium geometry, from OMol25.

Each line ends with the natural charge from an NBO analysis.
Geometry (Å):
Cr 0.01 0.03 2.28  1.584
O -0.29 1.53 -1.67  -0.603
C -0.30 1.06 -2.76  0.680
O 1.41 -1.22 -1.25  -0.631
C 1.00 -1.22 -2.39  0.914
O 1.34 -2.28 -3.20  -0.460
N 0.24 -0.25 -3.18  -0.511
C 0.94 -1.98 -4.55  -0.090
C 0.02 -0.81 -4.52  -0.244
H 0.48 -2.91 -4.94  0.223
H 1.87 -1.72 -5.11  0.205
H -1.03 -1.14 -4.62  0.218
H 0.35 -0.06 -5.26  0.224
C -0.97 1.93 -3.78  -0.336
C -2.00 2.81 -3.29  -0.276
H -0.48 1.71 -4.77  0.238
H -2.55 3.08 -2.27  0.245
H -2.45 3.38 -4.13  0.217
C 1.53 -1.55 6.03  -0.273
O 0.51 -0.53 6.03  -0.400
C 0.15 -0.24 4.82  0.901
O 0.56 -0.89 3.80  -0.713
N -0.66 0.79 4.74  -0.438
N -1.08 1.23 3.44  -0.721
H 1.74 -1.68 7.10  0.249
H 2.41 -1.15 5.55  0.217
H 1.10 -2.45 5.64  0.222
H -0.96 1.28 5.58  0.466
H -2.08 1.02 3.35  0.444
H -0.83 2.22 3.34  0.450

- net charge = +2
- expectation value of S² = 6.01
- energy above the lowest of the compared OMol25 structures with the same formula, charge and spin (eV) = 6.1697
- multiplicity = 5

The following is a quantum chemistry calculation of an isolated molecule of C10H10ClN3O in a non-equilibrium geometry, from OMol25.

Each line ends with the natural charge from an NBO analysis.
Geometry (Å):
C -3.34 -0.81 -1.96  -0.439
C -2.58 -0.67 -0.83  0.290
O -2.23 -1.87 -0.25  -0.489
C -2.09 -1.71 1.08  0.173
C -2.20 -0.45 1.49  -0.316
C -2.28 0.46 0.30  -0.114
N -1.08 1.42 0.58  -0.396
Cl -1.41 3.02 0.00  0.135
C 0.21 1.01 0.31  0.508
N 0.52 -0.25 0.60  -0.472
C 1.78 -0.59 0.44  0.097
C 2.77 0.29 0.00  -0.138
C 4.19 -0.12 -0.19  -0.624
C 2.31 1.57 -0.28  0.098
N 1.06 1.93 -0.12  -0.470
H -3.52 -1.80 -2.31  0.221
H -3.68 0.03 -2.54  0.212
H -1.92 -2.61 1.65  0.204
H -2.07 -0.07 2.48  0.235
H -3.13 1.14 0.29  0.238
H 2.02 -1.62 0.69  0.191
H 4.41 -1.03 0.35  0.219
H 4.39 -0.29 -1.25  0.222
H 4.87 0.67 0.15  0.221
H 2.98 2.35 -0.65  0.193

- SMILES = C=C1OC=C[C@H]1N(Cl)c1ncc(C)cn1
- energy above the lowest of the compared OMol25 structures with the same formula, charge and spin (eV) = 0.0000
- multiplicity = 1

The following is a quantum chemistry calculation of a structure of composition C32H37ClFN5O6S2Sb2Ti, from OMol25.

Each line ends with the Mulliken spin population.
Geometry (Å):
Ti 0.79 -0.56 0.23  1.857
S -1.03 -0.28 -1.72  -0.012
C -1.18 -1.86 -1.09  0.012
N -0.69 -2.20 0.09  -0.025
C -0.89 -3.54 0.39  0.007
C -0.53 -4.17 1.57  0.019
C -0.80 -5.52 1.72  0.006
C -1.45 -6.23 0.70  -0.001
C -1.83 -5.61 -0.47  0.000
C -1.55 -4.26 -0.62  -0.008
S -1.91 -3.19 -1.95  0.005
H -0.04 -3.61 2.36  0.011
H -0.52 -6.03 2.63  0.000
H -1.65 -7.29 0.84  0.000
H -2.34 -6.16 -1.25  0.000
C -0.83 0.81 4.10  0.001
Sb -1.31 0.60 2.02  0.020
C -2.93 -0.77 2.28  0.003
C -2.41 2.45 1.87  0.007
C -3.26 2.51 0.64  -0.001
C -4.47 1.81 0.62  -0.002
C -5.29 1.79 -0.49  0.000
C -4.91 2.50 -1.63  0.000
C -3.73 3.21 -1.62  0.000
C -2.89 3.24 -0.50  0.002
C -1.63 4.05 -0.57  -0.002
Sb 0.05 3.05 -1.52  0.002
C 1.08 4.92 -1.87  0.002
C -0.80 2.97 -3.49  0.002
H -1.72 1.01 4.69  -0.001
H -0.12 1.63 4.22  0.000
H -0.36 -0.11 4.46  -0.001
H -3.63 -0.42 3.04  -0.001
H -2.52 -1.73 2.58  0.000
H -3.45 -0.90 1.33  0.001
H -1.65 3.23 1.91  -0.002
H -3.01 2.52 2.77  0.000
H -4.77 1.28 1.51  0.000
H -6.22 1.24 -0.47  0.000
H -5.54 2.50 -2.51  0.000
H -3.45 3.79 -2.49  0.000
H -1.28 4.37 0.41  0.000
H -1.80 4.95 -1.17  0.000
H 0.42 5.61 -2.40  0.000
H 1.97 4.75 -2.47  0.000
H 1.37 5.36 -0.92  0.000
H -1.36 3.88 -3.69  0.000
H -1.45 2.11 -3.59  0.000
H 0.01 2.91 -4.22  0.000
Cl 3.91 -4.85 2.33  -0.001
C 3.35 -3.23 2.59  -0.012
C 3.71 -2.53 3.72  0.038
C 3.23 -1.24 3.87  -0.017
C 2.40 -0.71 2.89  0.083
N 2.04 -1.41 1.81  -0.052
C 2.52 -2.65 1.65  0.096
H 4.36 -2.98 4.46  0.004
H 3.49 -0.64 4.73  -0.001
H 2.01 0.29 2.97  0.002
H 2.22 -3.18 0.76  -0.005
F -0.62 -3.33 -4.91  0.000
C 0.11 -2.24 -4.63  0.001
C 1.34 -2.34 -4.12  0.004
N 2.11 -1.23 -3.85  0.004
C 3.38 -1.35 -3.16  0.002
C 3.20 -0.99 -1.68  0.005
O 4.08 -0.33 -1.12  0.007
O 2.10 -1.39 -1.22  -0.039
C 1.58 0.03 -3.95  -0.003
O 2.17 1.02 -3.56  -0.002
N 0.36 0.11 -4.57  0.003
C -0.50 -0.95 -4.91  -0.003
O -1.59 -0.75 -5.38  0.000
H 1.78 -3.30 -3.91  0.000
H 4.12 -0.69 -3.61  0.000
H 3.72 -2.38 -3.25  -0.001
H -0.05 1.03 -4.62  -0.001
N 3.43 2.28 -1.04  0.001
C 3.20 3.04 0.21  -0.005
C 2.15 2.31 1.05  0.036
O 1.80 2.81 2.11  0.023
O 1.75 1.22 0.53  -0.074
H 4.13 2.71 -1.65  0.000
H 2.57 2.19 -1.59  0.004
H 3.73 1.29 -0.86  0.001
H 2.85 4.04 -0.03  0.001
H 4.13 3.11 0.76  0.000

- expectation value of S² = 2.01
- energy above the lowest of the compared OMol25 structures with the same formula, charge and spin (eV) = 0.1759
- multiplicity = 3

The following is a quantum chemistry calculation of an isolated molecule of C4H11N2O, from OMol25.

Each line ends with the natural charge from an NBO analysis.
Geometry (Å):
C 1.74 0.81 1.30  -0.605
C 1.04 -0.07 0.28  -0.065
C -0.40 0.40 0.08  -0.380
C -1.11 -0.17 -1.21  0.185
N -2.47 0.33 -1.27  -0.865
O -0.98 -1.50 -1.21  -0.333
N 1.18 -1.47 0.70  -0.835
H 1.24 0.73 2.27  0.198
H 1.71 1.87 1.00  0.208
H 2.77 0.50 1.42  0.224
H 1.56 0.01 -0.68  0.182
H -1.01 0.09 0.93  0.212
H -0.46 1.48 -0.02  0.218
H -3.12 -0.45 -1.18  0.374
H -2.67 0.82 -2.13  0.365
H 0.63 -2.07 0.10  0.380
H 0.88 -1.59 1.66  0.347
H -0.52 0.27 -2.03  0.189

- expectation value of S² = 0.76
- energy above the lowest of the compared OMol25 structures with the same formula, charge and spin (eV) = 0.3064
- multiplicity = 2

The following is a quantum chemistry calculation of a structure of composition C21H23F4NOSSi2 in a non-equilibrium geometry, from OMol25.

Each line ends with the natural charge from an NBO analysis.
Geometry (Å):
F 4.36 -3.49 0.38  -0.376
C 3.60 -2.43 -0.09  0.059
C 4.49 -1.45 -0.82  -0.932
Si 3.86 0.32 -0.82  1.426
O 2.21 0.43 -0.59  -1.222
Si 1.16 0.08 -1.81  1.575
N 0.76 -1.66 -1.74  -0.843
C 0.09 -1.83 -0.74  0.189
S -0.66 -1.92 0.64  0.076
H 3.16 -1.96 0.79  0.163
H 2.84 -2.86 -0.73  0.178
H 5.42 -1.43 -0.26  0.259
H 4.74 -1.82 -1.81  0.244
H 4.28 1.05 -2.03  -0.200
H 4.49 1.01 0.33  -0.202
H 1.69 0.43 -3.14  -0.198
H -0.08 0.80 -1.57  -0.198
F -1.94 -7.92 -4.52  -0.326
C -1.31 -7.15 -3.61  0.399
C -0.63 -7.76 -2.58  -0.286
C 0.02 -6.96 -1.65  -0.189
C -0.03 -5.58 -1.76  -0.231
C -0.74 -4.98 -2.80  -0.190
C -1.38 -5.78 -3.74  -0.287
H -0.61 -8.84 -2.51  0.229
H 0.57 -7.42 -0.84  0.218
H 0.47 -4.96 -1.03  0.214
H -0.78 -3.91 -2.87  0.220
H -1.93 -5.35 -4.56  0.228
F -0.72 3.06 -1.81  -0.335
C -1.94 3.16 -1.23  0.394
C -2.05 2.88 0.11  -0.289
C -3.30 2.98 0.71  -0.177
C -4.41 3.34 -0.06  -0.236
C -4.26 3.61 -1.41  -0.191
C -3.02 3.52 -2.01  -0.289
H -1.17 2.60 0.67  0.238
H -3.42 2.77 1.76  0.224
H -5.38 3.41 0.40  0.214
H -5.12 3.88 -2.00  0.216
H -2.88 3.73 -3.06  0.228
F -1.45 2.92 2.93  -0.335
C -0.74 3.73 3.74  0.398
C -1.37 4.81 4.32  -0.285
C -0.64 5.64 5.15  -0.188
C 0.71 5.38 5.38  -0.229
C 1.32 4.29 4.78  -0.187
C 0.59 3.45 3.95  -0.286
H -2.42 4.99 4.12  0.230
H -1.12 6.49 5.62  0.218
H 1.28 6.04 6.03  0.217
H 2.37 4.10 4.95  0.219
H 1.05 2.60 3.47  0.231

- electronic energy (a.u.) = -2320.73220
- multiplicity = 1

The following is a quantum chemistry calculation of a cluster of 2 separate species, C3H9NO2S in total in a non-equilibrium geometry, from OMol25.

Each line ends with the natural charge from an NBO analysis.
Geometry (Å):
O -2.52 -0.22 0.45  -0.485
C -1.42 0.21 0.02  0.410
C -0.16 -0.64 0.24  -0.172
C -0.64 -2.05 0.83  -0.619
S 0.54 -3.26 0.15  0.681
N 0.76 0.15 1.31  -0.797
H -1.18 1.22 -0.60  0.194
H 0.49 -0.84 -0.62  0.222
H -0.37 -1.98 1.94  0.309
H -1.70 -2.30 0.58  0.335
H -0.13 -4.32 0.75  0.179
H 0.17 0.55 2.07  0.379
H 1.37 -0.49 1.82  0.363
H 2.04 4.61 -3.67  0.475
H 1.51 4.54 -2.21  0.461
O 1.25 4.83 -3.05  -0.936

- net charge = +1
- expectation value of S² = 0.75
- energy above the lowest of the compared OMol25 structures with the same formula, charge and spin (eV) = 3.1765
- multiplicity = 2